{"formula": "C20H62N2O14", "method": "ωB97M-V/def2-TZVPD", "e_homo_ev": -9.22, "fmax_ev_per_a": 3.26, "e_lumo_ev": 0.3, "de_lowest_kcal_mol": 72.1, "smiles": "COC[C@H](C)N.COC[C@H](C)N.OCCO.OCCO.OCCO.OCCO.CO.CO.CO.CO", "energy_ha": -1961.74106, "elements": ["C", "O", "H", "H", "H", "H", "C", "O", "H", "H", "H", "H", "C", "O", "H", "H", "H", "H", "C", "O", "H", "H", "H", "H", "C", "C", "C", "O", "C", "N", "H", "H", "H", "H", "H", "H", "H", "H", "H", "H", "H", "C", "C", "C", "O", "C", "N", "H", "H", "H", "H", "H", "H", "H", "H", "H", "H", "H", "C", "C", "O", "O", "H", "H", "H", "H", "H", "H", "C", "C", "O", "O", "H", "H", "H", "H", "H", "H", "C", "C", "O", "O", "H", "H", "H", "H", "H", "H", "C", "C", "O", "O", "H", "H", "H", "H", "H", "H"], "positions_angstrom": [[4.13231, -3.15786, -2.67113], [4.69549, -3.82313, -3.81974], [3.75517, -3.94627, -2.01977], [4.86554, -2.57020, -2.11873], [3.26606, -2.56684, -2.96849], [3.93358, -4.06548, -4.35110], [-6.70101, -4.50856, -3.35117], [-5.83303, -3.86726, -2.39069], [-6.30234, -5.39695, -3.84100], [-7.71273, -4.75866, -3.03186], [-6.68722, -3.82406, -4.19932], [-6.35820, -3.40300, -1.73476], [-3.74182, -6.94478, 0.75217], [-4.18250, -5.65749, 1.25945], [-2.70238, -7.01142, 0.43091], [-4.01345, -7.67873, 1.51088], [-4.31770, -7.13640, -0.15321], [-4.38949, -5.14452, 0.47482], [0.30051, 6.16138, -1.53498], [-0.31429, 4.89446, -1.41075], [-0.02562, 6.80866, -2.34910], [0.20430, 6.69987, -0.59219], [1.37248, 6.02185, -1.67463], [-1.25475, 4.87981, -1.60288], [-1.15209, -2.51477, -1.51890], [-0.20658, -1.90667, -0.52761], [0.47204, -0.52963, -1.03332], [1.75073, -0.31793, -0.53794], [2.40253, 0.91341, -0.80497], [-0.95385, -1.61432, 0.63108], [-1.62030, -3.44385, -1.19382], [-0.57343, -2.74172, -2.41430], [-1.94953, -1.83672, -1.82294], [0.63310, -2.57819, -0.34843], [-0.03861, 0.39448, -0.76251], [0.43560, -0.46061, -2.12053], [3.41070, 0.54250, -0.62024], [1.93480, 1.76611, -0.31279], [2.36208, 1.28867, -1.82754], [-1.21236, -2.43456, 1.16069], [-0.29578, -1.12613, 1.22162], [7.46278, 2.77104, 2.06377], [6.26417, 2.53380, 2.98236], [5.13547, 3.54266, 2.83588], [4.03595, 3.34643, 3.79075], [3.04139, 4.38513, 3.70923], [5.85713, 1.14210, 2.65906], [7.99762, 3.69081, 2.30055], [7.25632, 2.72593, 0.99445], [8.14969, 1.92821, 2.14053], [6.56809, 2.48169, 4.02783], [4.83142, 3.55190, 1.78918], [5.49803, 4.54684, 3.05560], [2.36190, 4.39087, 4.56149], [2.60098, 4.25869, 2.72022], [3.56530, 5.34094, 3.71626], [6.34738, 0.95279, 1.79656], [4.87917, 1.29410, 2.45754], [-4.29619, -0.15891, 6.01497], [-3.82544, -1.24899, 5.01763], [-4.86096, -2.23850, 4.82963], [-4.27461, -0.85897, 7.29189], [-5.32657, 0.13423, 5.81377], [-3.62752, 0.69353, 5.89524], [-2.96491, -1.82246, 5.36218], [-3.63864, -0.74736, 4.06811], [-4.49255, -2.85454, 4.19216], [-4.99463, -1.49387, 7.28188], [2.73368, -2.13480, 4.94110], [2.80637, -0.59704, 5.27295], [2.14283, 0.03240, 4.22299], [3.34932, -2.47936, 3.74814], [1.74587, -2.56972, 4.78884], [3.15283, -2.71205, 5.76524], [3.81701, -0.20790, 5.39651], [2.39569, -0.36231, 6.25497], [2.46143, 0.91792, 4.41255], [2.93779, -1.92295, 3.08281], [0.20641, 0.52148, -6.86405], [0.82351, 1.85400, -6.56845], [2.17367, 1.81793, -6.99422], [-1.24870, 0.62406, -6.87515], [0.68450, -0.19103, -6.19185], [0.47258, 0.34316, -7.90589], [0.80264, 2.23748, -5.54835], [0.15364, 2.49755, -7.13872], [2.28916, 2.65511, -7.44962], [-1.51578, -0.29583, -6.81118], [-4.34095, 3.09414, -3.18905], [-4.87085, 1.62432, -2.81002], [-6.30835, 1.50021, -2.62038], [-4.33486, 3.83849, -1.98159], [-5.09358, 3.57622, -3.81296], [-3.43378, 3.09188, -3.79333], [-4.30521, 1.39598, -1.90668], [-4.71232, 0.82916, -3.53852], [-6.73115, 1.55839, -3.48029], [-5.19211, 3.77048, -1.55485]]}



{"formula": "C20H63BN22O15S", "method": "ωB97M-V/def2-TZVPD", "e_homo_ev": -8.94, "fmax_ev_per_a": 1.08, "e_lumo_ev": 0.1, "de_lowest_kcal_mol": 7.4, "smiles": "CCCCC[C@]1(B(O)N(C)C)OS(=O)(=O)O[C@@H]1CN.NC(N)=O.NC(N)=O.NC(N)=O.NC(N)=O.NC(N)=O.NC(N)=O.NC(N)=O.NC(N)=O.NC(N)=O.NC(N)=O", "energy_ha": -3556.60657, "elements": ["C", "C", "C", "C", "C", "C", "B", "O", "N", "C", "C", "O", "S", "O", "O", "O", "C", "C", "N", "H", "H", "H", "H", "H", "H", "H", "H", "H", "H", "H", "H", "H", "H", "H", "H", "H", "H", "H", "H", "H", "H", "H", "C", "O", "N", "N", "H", "H", "H", "H", "C", "O", "N", "N", "H", "H", "H", "H", "C", "O", "N", "N", "H", "H", "H", "H", "C", "O", "N", "N", "H", "H", "H", "H", "C", "O", "N", "N", "H", "H", "H", "H", "C", "O", "N", "N", "H", "H", "H", "H", "C", "O", "N", "N", "H", "H", "H", "H", "C", "O", "N", "N", "H", "H", "H", "H", "C", "O", "N", "N", "H", "H", "H", "H", "C", "O", "N", "N", "H", "H", "H", "H"], "positions_angstrom": [[4.39067, 0.82904, 1.53381], [4.24135, 1.10057, 0.03846], [3.60843, -0.04541, -0.74707], [2.15265, -0.25745, -0.26292], [2.08548, -1.50186, 0.62901], [0.79975, -1.71015, 1.44395], [-0.39357, -0.60293, 1.36812], [-0.29128, 0.50160, 2.18653], [-1.54053, -0.80300, 0.49971], [-2.71394, -0.02899, 0.94263], [-1.13119, -0.26337, -0.83051], [1.27716, -1.57487, 2.86553], [0.91202, -2.78661, 3.75957], [1.99742, -3.20713, 4.56012], [-0.34679, -2.52327, 4.38106], [0.67663, -3.83872, 2.60312], [0.16227, -3.12203, 1.43765], [0.36218, -4.04274, 0.23123], [-0.65890, -3.92388, -0.79160], [4.84650, -0.14222, 1.71413], [5.08325, 1.56011, 1.95163], [3.45558, 0.93600, 2.08305], [5.23661, 1.33253, -0.34412], [3.64966, 2.00265, -0.10223], [4.19905, -0.94485, -0.58580], [3.60263, 0.24770, -1.79469], [1.51393, -0.41391, -1.12539], [1.87604, 0.64491, 0.27831], [2.33336, -2.35798, 0.00985], [2.88732, -1.42402, 1.35666], [0.31312, 1.13296, 1.76510], [-2.56353, 1.04673, 0.83366], [-2.94866, -0.23588, 1.98375], [-3.56917, -0.27940, 0.32124], [-0.69921, -1.03083, -1.46935], [-2.00630, 0.15833, -1.31426], [-0.44110, 0.58065, -0.73763], [-0.91438, -3.08951, 1.59674], [1.33251, -3.93037, -0.23826], [0.32981, -5.05784, 0.62074], [-0.62195, -3.03502, -1.26576], [-1.58385, -4.09273, -0.42686], [7.78869, 3.04644, 2.93534], [7.12534, 2.21716, 2.33802], [7.32628, 3.67931, 4.05778], [9.04510, 3.40548, 2.53440], [7.85526, 4.35872, 4.56980], [6.41302, 3.42412, 4.38303], [9.41089, 2.95357, 1.71769], [9.60949, 4.08069, 3.01297], [-4.54776, -0.38411, -3.04525], [-3.70365, 0.38060, -2.59139], [-5.79576, 0.03291, -3.39030], [-4.29185, -1.71279, -3.22526], [-6.50169, -0.57677, -3.75597], [-6.01510, 1.00249, -3.23832], [-3.38193, -2.04580, -2.96711], [-4.96389, -2.36147, -3.58750], [-5.64087, 2.47392, 1.77410], [-5.39032, 1.77771, 0.79646], [-5.33849, 2.07269, 3.04026], [-6.24342, 3.68937, 1.65170], [-5.53547, 2.61956, 3.85606], [-4.89465, 1.17978, 3.14599], [-6.50087, 3.99396, 0.72501], [-6.46446, 4.27475, 2.43390], [0.41492, 1.89889, -3.95712], [1.20487, 1.13624, -4.50614], [-0.90140, 1.60964, -3.81074], [0.81558, 3.10003, -3.44533], [-1.56166, 2.21609, -3.36468], [-1.22551, 0.73602, -4.17937], [1.78415, 3.33882, -3.53641], [0.19518, 3.73927, -2.98711], [1.52518, -6.90981, 6.32133], [2.72115, -7.12869, 6.31124], [0.97351, -5.78687, 5.76995], [0.62931, -7.78046, 6.89189], [-0.01159, -5.60563, 5.76790], [1.58081, -5.11909, 5.32419], [1.00243, -8.61320, 7.30578], [-0.36048, -7.62736, 6.90955], [-3.22459, -3.25931, 7.24490], [-4.25146, -2.99207, 7.84527], [-2.87174, -2.65814, 6.07342], [-2.32784, -4.18619, 7.71408], [-2.03356, -2.87166, 5.55958], [-3.49351, -1.95765, 5.71899], [-2.54815, -4.64006, 8.57979], [-1.46226, -4.39571, 7.25583], [3.14422, -2.19790, -6.77709], [3.89393, -2.96435, -7.35446], [1.80996, -2.45708, -6.60900], [3.56415, -1.00972, -6.24734], [1.18294, -1.83428, -6.13422], [1.46001, -3.31825, -6.98294], [4.53430, -0.77790, -6.34264], [2.95636, -0.37378, -5.75806], [-6.16784, 3.77170, -2.32213], [-7.13364, 4.22784, -1.71924], [-5.84787, 4.19203, -3.59004], [-5.35390, 2.83403, -1.77964], [-5.06659, 3.83758, -4.10848], [-6.43706, 4.88739, -4.00685], [-5.58738, 2.49289, -0.84605], [-4.54145, 2.45957, -2.23940], [-0.13384, 2.07752, -7.92814], [-0.81303, 2.18762, -6.92397], [-0.52558, 2.56379, -9.14775], [1.08039, 1.45324, -7.89644], [0.02440, 2.47919, -9.98059], [-1.41363, 3.02553, -9.19274], [1.38281, 1.10708, -7.00166], [1.67212, 1.33634, -8.69644], [1.66406, 3.93976, 1.59418], [1.01453, 3.08304, 1.00660], [1.17263, 4.61209, 2.67364], [2.92144, 4.27895, 1.19263], [1.68524, 5.31710, 3.16723], [0.24898, 4.37149, 2.98219], [3.28320, 3.78769, 0.39765], [3.48786, 4.97760, 1.63412]]}